# 1
{
  "formula": "C10H11N3O2",
  "method": "wB97M-V/def2-TZVPD",
  "de_lowest_kcal_mol": 98.2,
  "homo_energy_ha": -0.3576,
  "multiplicity": 1,
  "orbital_gap_ev": 9.51,
  "e_lumo_ev": -0.22,
  "smiles": "O=[N+]([O-])c1ccccc1.CC#N.CC#N",
  "symbols": ["C", "C", "N", "H", "H", "H", "C", "C", "N", "H", "H", "H", "C", "C", "C", "C", "C", "C", "N", "O", "O", "H", "H", "H", "H", "H"],
  "xyz": [[2.00903, -7.28293, 0.41283], [2.15461, -5.83259, 0.55023], [2.30764, -4.67567, 0.70238], [0.97972, -7.52220, 0.14573], [2.21127, -7.64566, 1.42062], [2.70087, -7.70793, -0.31438], [-1.18562, -3.09114, 1.21007], [-1.64028, -1.91067, 0.43552], [-1.95708, -1.00537, -0.14198], [-1.67677, -4.01532, 0.90548], [-1.28085, -2.88065, 2.27531], [-0.13806, -3.22661, 0.94103], [1.11488, 2.81587, -0.74972], [-0.23335, 2.34284, -0.84578], [-1.27601, 3.24900, -0.82535], [-0.99045, 4.62276, -0.51642], [0.36723, 5.04257, -0.38165], [1.35578, 4.13005, -0.55068], [-2.04726, 5.62818, -0.41764], [-1.78195, 6.74148, -0.05667], [-3.15685, 5.28493, -0.78949], [1.91425, 2.09926, -0.86756], [-0.35481, 1.29032, -1.05516], [-2.30692, 2.93081, -0.77664], [0.55177, 6.09161, -0.20313], [2.35921, 4.52705, -0.50698]],
  "atomic_forces_ev_per_a": [[-0.159, 0.433, 0.467], [0.595, 3.304, 0.035], [-0.578, -3.312, -0.438], [0.095, -0.051, -0.027], [0.023, -0.501, -0.162], [-0.029, 0.136, 0.128], [0.337, 0.633, -0.702], [1.014, -3.776, 2.346], [-1.053, 3.130, -2.001], [-0.340, 0.273, 0.149], [-0.033, -0.214, -0.120], [0.159, -0.013, 0.308], [-1.895, -1.825, -0.427], [1.742, 0.746, -0.549], [-0.094, 1.533, 1.619], [2.235, -1.319, -0.317], [-3.439, 0.594, -0.218], [1.673, 0.882, 0.277], [-0.768, -0.916, -0.912], [0.605, 0.783, 0.543], [-0.056, -0.205, 0.173], [0.110, 0.029, 0.062], [-0.469, -0.023, 0.195], [-0.055, -0.045, -0.496], [0.112, -0.019, 0.040], [0.270, -0.257, 0.028]],
  "nbo_charge": [-0.720, 0.295, -0.347, 0.255, 0.258, 0.260, -0.721, 0.300, -0.352, 0.249, 0.254, 0.270, -0.173, -0.203, -0.185, 0.023, -0.182, -0.221, 0.526, -0.370, -0.385, 0.219, 0.239, 0.250, 0.243, 0.217]
}

# 2
{
  "formula": "C5H8O",
  "method": "wB97M-V/def2-TZVPD",
  "de_lowest_kcal_mol": 51.0,
  "homo_energy_ha": -0.3192,
  "multiplicity": 1,
  "orbital_gap_ev": 9.63,
  "e_lumo_ev": 0.94,
  "smiles": "C/C=C\\C=C/O",
  "symbols": ["C", "C", "C", "C", "C", "O", "H", "H", "H", "H", "H", "H", "H", "H"],
  "xyz": [[-1.46763, -0.85059, -0.47320], [-1.13812, 0.60921, -0.39916], [0.05295, 1.10519, -0.03433], [1.25923, 0.27622, -0.33905], [1.82807, -0.36841, 0.67611], [1.20065, -0.22918, 1.86152], [-0.78901, -1.44122, 0.15172], [-2.49707, -0.99669, -0.12391], [-1.41870, -1.23419, -1.49697], [-1.91033, 1.29661, -0.73134], [0.43292, 0.40710, 1.52279], [0.16094, 2.17626, 0.15433], [1.53842, 0.19913, -1.38142], [2.74767, -0.94946, 0.61293]],
  "atomic_forces_ev_per_a": [[0.003, -0.021, -0.133], [-0.051, 0.222, -0.001], [-0.277, 0.150, -1.578], [0.277, -0.040, 0.108], [0.052, 0.276, -0.532], [-1.009, 1.029, -0.201], [-0.125, 0.112, -0.190], [0.200, -0.038, -0.058], [-0.004, 0.008, 0.024], [-0.350, 0.066, 0.707], [1.351, -1.569, 1.704], [0.046, -0.161, -0.314], [0.279, -0.012, 0.133], [-0.392, -0.023, 0.331]],
  "nbo_charge": [-0.670, -0.078, -0.358, -0.374, 0.164, -0.682, 0.230, 0.223, 0.226, 0.197, 0.481, 0.223, 0.222, 0.196]
}